1.
C47H109InO10P as an isolated structure, computed with ωB97M-V/def2-TZVPD.

Values from the calculation:
charge: -1
E_tot: -85433.077 eV
E_HOMO: -0.1663 hartree

Geometry (Å):
C: 7.100 3.065 3.605
C: 7.137 3.256 1.985
C: 5.711 2.760 1.438
C: 5.738 1.892 0.095
C: 6.915 0.818 -0.025
C: 7.146 -0.107 1.266
C: 5.810 -0.641 1.973
C: 4.771 -1.363 0.970
C: 4.085 -2.647 1.710
C: 2.682 -2.187 2.354
C: 2.028 -3.256 3.361
C: 0.425 -3.421 3.099
C: -0.240 -4.127 4.373
C: -1.813 -4.449 4.234
C: -2.430 -4.226 2.769
C: -2.997 -2.715 2.643
C: -2.974 -2.130 1.146
C: -4.365 -2.300 0.352
C: -4.314 -1.739 -1.161
C: -4.775 -0.197 -1.259
In: -7.049 0.060 -1.082
C: -7.472 1.052 0.933
C: -8.364 2.378 0.823
C: -8.971 2.893 2.265
C: -8.002 2.280 3.414
C: -6.636 3.043 3.587
C: -5.564 2.555 4.622
C: -5.943 1.278 5.433
C: -7.309 0.534 5.283
C: -8.360 1.028 4.253
P: -7.924 1.364 -3.075
O: -7.221 2.771 -3.072
H: 7.166 1.953 3.890
H: 6.056 3.407 3.974
H: 7.854 3.729 4.145
H: 7.259 4.396 1.832
H: 8.047 2.772 1.501
H: 5.139 2.272 2.312
H: 5.107 3.719 1.195
H: 4.741 1.301 0.063
H: 5.722 2.569 -0.828
H: 7.894 1.416 -0.180
H: 6.808 0.180 -0.980
H: 7.712 -1.048 0.893
H: 7.881 0.393 2.009
H: 5.319 0.169 2.613
H: 6.145 -1.462 2.720
H: 3.907 -0.632 0.776
H: 5.269 -1.667 -0.011
H: 4.799 -3.129 2.477
H: 3.856 -3.392 0.859
H: 1.935 -2.025 1.501
H: 2.875 -1.167 2.865
H: 2.126 -2.840 4.431
H: 2.581 -4.265 3.316
H: -0.004 -2.393 2.859
H: 0.353 -4.148 2.202
H: -0.138 -3.375 5.250
H: 0.325 -5.070 4.728
H: -2.383 -3.753 4.962
H: -2.011 -5.519 4.624
H: -1.757 -4.546 1.906
H: -3.365 -4.908 2.708
H: -2.482 -2.050 3.418
H: -4.112 -2.755 2.958
H: -2.805 -0.989 1.248
H: -2.128 -2.617 0.544
H: -5.199 -1.703 0.891
H: -4.692 -3.403 0.308
H: -3.211 -1.769 -1.509
H: -4.949 -2.337 -1.898
H: -4.358 0.319 -0.305
H: -4.332 0.376 -2.144
H: -7.729 -1.631 -1.024
H: -8.061 0.256 1.532
H: -6.426 1.236 1.391
H: -9.280 2.265 0.139
H: -7.741 3.250 0.397
H: -10.056 2.569 2.415
H: -8.911 4.046 2.295
H: -6.415 3.962 2.938
H: -4.576 3.112 4.709
H: -5.186 0.864 6.175
H: -7.553 -0.395 5.919
H: -9.371 0.530 4.057
H: -7.577 0.607 -4.271
H: -9.353 1.473 -2.926
C: 7.634 0.842 -4.813
C: 6.741 1.317 -3.683
O: 7.528 1.852 -2.628
H: 8.331 0.079 -4.455
H: 7.041 0.423 -5.630
H: 8.237 1.668 -5.203
H: 6.156 0.486 -3.282
H: 6.048 2.090 -4.032
H: 8.037 2.595 -2.988
C: 11.596 5.097 -2.980
C: 10.456 4.388 -2.276
O: 9.634 3.717 -3.225
H: 11.209 5.819 -3.704
H: 12.232 5.621 -2.263
H: 12.209 4.383 -3.539
H: 9.834 5.106 -1.738
H: 10.836 3.654 -1.559
H: 10.188 3.077 -3.691
C: -13.302 0.754 -3.744
C: -12.286 -0.255 -4.242
O: -11.325 -0.523 -3.231
H: -12.808 1.685 -3.456
H: -14.045 0.974 -4.516
H: -13.818 0.378 -2.856
H: -11.759 0.133 -5.116
H: -12.774 -1.195 -4.522
H: -11.797 -0.874 -2.465
C: 2.051 1.774 -2.734
C: 1.738 1.505 -1.276
O: 2.034 2.654 -0.490
H: 3.105 2.039 -2.858
H: 1.833 0.896 -3.348
H: 1.464 2.619 -3.105
H: 2.342 0.675 -0.902
H: 0.682 1.251 -1.143
H: 1.489 3.381 -0.821
C: -5.868 -8.451 2.605
C: -5.489 -7.111 3.205
O: -5.106 -6.204 2.179
H: -5.030 -8.870 2.042
H: -6.159 -9.159 3.385
H: -6.700 -8.339 1.904
H: -4.644 -7.223 3.888
H: -6.328 -6.680 3.761
H: -5.861 -6.102 1.583
C: 8.882 0.956 7.342
C: 9.989 1.320 6.373
O: 9.931 2.706 6.058
H: 7.904 1.192 6.913
H: 8.912 -0.109 7.587
H: 8.972 1.533 8.267
H: 9.883 0.758 5.443
H: 10.972 1.097 6.801
H: 10.035 3.197 6.884
C: -6.299 0.975 -7.375
C: -5.173 0.056 -6.943
O: -3.970 0.797 -6.782
H: -6.050 1.473 -8.315
H: -7.229 0.416 -7.507
H: -6.464 1.760 -6.631
H: -4.998 -0.714 -7.698
H: -5.412 -0.437 -5.996
H: -4.130 1.470 -6.107
C: 0.027 4.364 -5.426
C: -0.868 4.837 -4.298
O: -0.082 5.377 -3.241
H: 0.726 3.604 -5.067
H: -0.564 3.942 -6.243
H: 0.627 5.191 -5.818
H: -1.450 4.005 -3.896
H: -1.564 5.607 -4.647
H: 0.422 6.118 -3.601
C: 3.570 -5.237 -2.818
C: 3.950 -3.897 -2.219
O: 4.322 -2.987 -3.247
H: 4.405 -5.652 -3.389
H: 3.287 -5.948 -2.038
H: 2.733 -5.126 -3.514
H: 4.800 -4.009 -1.542
H: 3.115 -3.469 -1.656
H: 3.562 -2.887 -3.836

Atomic partial charges in e from the Löwdin method, atoms 1 to 4: -0.137 -0.240 -0.210 -0.191

2.
A 9-piece molecular cluster, C47H114N8O11 overall, computed with ωB97M-V/def2-TZVPD.

Values from the calculation:
ΔE to the lowest compared entry with this formula, charge and spin: 2.4716 eV
charge: +6
E_tot: -84965.727 eV
E_HOMO: -0.7257 hartree

Geometry (Å):
C: 1.100 -0.283 -0.919
C: -0.133 0.035 -1.444
C: -1.275 0.432 -0.575
O: -2.473 0.558 -0.966
C: -1.044 0.538 0.795
C: 0.196 0.228 1.412
C: 1.412 -0.213 0.477
O: 2.523 -0.552 0.926
O: 0.502 0.492 2.607
O: -0.229 -0.031 -2.721
H: 1.857 -0.637 -1.604
H: -1.850 0.795 1.468
C: 3.829 -8.197 -0.035
C: 3.555 -6.762 -0.531
C: 3.884 -5.676 0.507
O: 3.543 -4.347 0.066
C: 2.180 -4.024 0.174
N: 4.245 -6.426 -1.851
H: 4.327 -7.181 -2.544
H: 3.789 -5.695 -2.393
H: 5.229 -6.207 -1.676
H: 3.296 -8.916 -0.656
H: 3.423 -8.377 0.959
H: 4.907 -8.356 -0.062
H: 2.491 -6.790 -0.764
H: 4.949 -5.635 0.735
H: 3.331 -5.867 1.428
H: 1.571 -4.812 -0.281
H: 1.949 -3.067 -0.298
H: 1.836 -3.855 1.201
C: 3.584 0.816 4.537
C: 3.786 -0.631 4.048
C: 4.703 -1.537 4.825
O: 4.850 -2.731 4.073
C: 5.989 -3.551 4.428
N: 2.396 -1.260 3.771
H: 1.917 -0.861 2.952
H: 2.524 -2.273 3.749
H: 1.779 -1.087 4.564
H: 2.545 1.085 4.678
H: 4.127 1.423 3.812
H: 4.235 0.956 5.402
H: 4.119 -0.706 3.011
H: 4.304 -1.775 5.817
H: 5.645 -1.017 5.025
H: 6.909 -3.065 4.102
H: 5.893 -4.341 3.680
H: 5.966 -3.962 5.433
C: -0.774 3.677 3.473
C: -1.469 2.957 4.625
C: -2.806 2.236 4.313
O: -3.137 1.401 5.407
C: -3.841 2.117 6.466
N: -0.466 1.953 5.188
H: -0.890 1.465 5.982
H: -0.177 1.168 4.586
H: 0.437 2.379 5.394
H: 0.113 4.291 3.621
H: -1.506 4.283 2.934
H: -0.490 2.976 2.681
H: -1.631 3.564 5.516
H: -2.676 1.579 3.452
H: -3.571 2.990 4.128
H: -3.584 3.173 6.549
H: -3.616 1.722 7.456
H: -4.880 1.880 6.243
C: 2.988 -0.753 -6.305
C: 2.954 -0.460 -4.793
C: 3.683 0.837 -4.493
O: 3.741 0.943 -3.077
C: 3.338 2.225 -2.614
N: 1.489 -0.227 -4.402
H: 0.950 -1.021 -4.744
H: 1.309 -0.167 -3.392
H: 1.157 0.653 -4.796
H: 2.482 -1.688 -6.553
H: 4.010 -0.943 -6.637
H: 2.607 0.053 -6.932
H: 3.292 -1.353 -4.273
H: 3.201 1.662 -5.029
H: 4.680 0.877 -4.939
H: 3.705 3.063 -3.214
H: 3.344 2.366 -1.538
H: 2.280 2.400 -2.880
C: 6.880 0.613 -1.130
C: 6.054 0.059 0.043
C: 5.577 1.148 0.989
O: 4.598 1.969 0.408
C: 4.272 3.114 1.145
N: 4.812 -0.563 -0.623
H: 4.069 -0.716 0.086
H: 4.382 0.096 -1.294
H: 5.123 -1.379 -1.141
H: 6.270 1.395 -1.584
H: 7.077 -0.220 -1.802
H: 7.765 1.095 -0.721
H: 6.571 -0.763 0.534
H: 6.488 1.732 1.170
H: 5.333 0.732 1.971
H: 3.535 3.665 0.567
H: 5.112 3.758 1.427
H: 3.841 3.004 2.151
C: -3.533 -2.175 1.133
N: -3.942 -1.751 2.501
C: -4.751 -0.488 2.325
C: -4.814 -2.814 3.191
C: -2.681 -1.496 3.333
C: -1.991 -2.793 3.714
O: -1.265 -3.436 2.661
H: -3.013 -3.129 1.062
H: -2.754 -1.479 0.818
H: -4.434 -2.135 0.525
H: -4.156 0.218 1.748
H: -4.994 0.012 3.264
H: -5.688 -0.806 1.876
H: -5.859 -2.545 3.054
H: -4.785 -2.529 4.250
H: -4.314 -3.768 3.103
H: -3.045 -0.968 4.216
H: -2.087 -0.757 2.793
H: -2.522 -3.475 4.377
H: -1.122 -2.544 4.338
H: -0.972 -4.330 2.852
C: -4.696 -3.761 -4.269
N: -3.845 -2.579 -3.908
C: -2.683 -2.634 -4.889
C: -4.479 -1.210 -3.997
C: -3.222 -2.519 -2.504
C: -2.230 -3.610 -2.149
O: -2.826 -4.855 -1.930
H: -5.706 -3.642 -3.874
H: -4.244 -4.666 -3.876
H: -4.870 -3.833 -5.341
H: -2.071 -1.741 -4.765
H: -3.108 -2.661 -5.889
H: -2.087 -3.516 -4.691
H: -5.132 -1.036 -3.146
H: -5.059 -1.054 -4.907
H: -3.708 -0.442 -4.034
H: -3.955 -2.352 -1.713
H: -2.706 -1.555 -2.433
H: -1.649 -3.235 -1.294
H: -1.479 -3.739 -2.926
H: -3.639 -4.764 -1.422
C: -4.396 3.650 1.381
C: -5.071 4.574 0.332
C: -4.160 5.216 -0.719
C: -3.725 4.155 -1.742
N: -2.708 4.709 -2.776
C: -2.431 3.569 -3.797
C: -3.633 3.640 -4.770
C: -4.203 5.077 -4.659
C: -3.335 5.772 -3.647
C: -1.463 5.243 -2.068
C: -0.864 4.263 -1.064
C: 0.245 4.896 -0.207
H: -5.068 3.444 2.215
H: -3.444 4.041 1.739
H: -4.241 2.640 0.982
H: -5.562 5.335 0.943
H: -5.932 4.165 -0.200
H: -3.211 5.548 -0.293
H: -4.620 6.078 -1.200
H: -4.558 3.743 -2.314
H: -3.352 3.297 -1.183
H: -1.419 3.808 -4.124
H: -2.343 2.649 -3.218
H: -3.333 3.527 -5.809
H: -4.418 2.933 -4.516
H: -4.163 5.508 -5.653
H: -5.206 4.998 -4.242
H: -2.467 6.164 -4.184
H: -3.792 6.582 -3.086
H: -1.744 6.104 -1.465
H: -0.875 5.495 -2.948
H: -0.489 3.349 -1.537
H: -1.614 3.848 -0.388
H: 0.643 4.040 0.347
H: -0.194 5.550 0.545
H: 1.069 5.304 -0.787

Atomic partial charges in e from the Löwdin method, atoms 1 to 4: -0.003 -0.337 -0.376 -0.015